# 1
The following is a DFT calculation (wB97M-V/def2-TZVPD) of 7 unconnected molecules or ions with the total composition C6H24ClO10.

Its charge is -1.

The geometry in XYZ format:
```
41
Properties=species:S:1:pos:R:3:forces:R:3
Cl 0.613480 -0.016059 -2.262430 -0.84 1.46 1.98
O 0.725820 -1.397089 -2.668950 0.91 0.01 0.24
O 0.637210 0.164231 -0.794200 0.61 -1.02 -1.00
O 1.649590 0.842681 -2.812190 -0.14 -0.92 -0.30
O -0.686810 0.434421 -2.667560 -0.57 0.42 -0.88
C 6.981250 -0.655289 0.755200 -0.46 1.14 0.69
O 7.690240 -0.547609 2.008110 0.20 -0.23 -0.69
H 6.210890 0.115561 0.776150 -0.56 -0.33 -0.08
H 7.562330 -0.312709 -0.100990 0.64 -0.58 0.23
H 6.546040 -1.645549 0.620720 0.12 0.06 -0.15
H 7.047110 -0.263979 2.661960 0.04 -0.04 0.00
C -5.900000 5.199641 -3.099250 0.25 0.13 1.20
O -6.456130 6.272161 -2.363280 -0.81 1.22 -0.32
H -6.551070 4.340981 -2.935260 0.42 -0.42 -0.24
H -5.726530 5.364681 -4.162630 -0.05 0.24 0.04
H -4.965020 5.165591 -2.540000 0.32 -1.16 -0.68
H -7.135120 6.717651 -2.875260 -0.12 -0.02 0.02
C 4.767730 -6.527389 -2.646880 -0.39 -0.28 0.39
O 3.423370 -6.996979 -2.753210 -0.09 0.44 -0.21
H 5.353680 -7.056989 -3.398080 0.30 0.11 0.20
H 4.874830 -5.449219 -2.765910 -0.16 0.01 -0.26
H 5.078390 -6.747419 -1.625520 0.48 -0.17 -0.12
H 2.866370 -6.235449 -2.930450 -0.16 -0.08 0.01
C -3.833930 -4.775359 -0.185520 1.71 -0.36 -0.23
O -3.838670 -3.424449 0.265210 -0.83 -0.71 0.21
H -3.754180 -4.869429 -1.268520 -0.79 0.21 -0.24
H -2.920490 -5.296559 0.100960 0.47 0.15 0.45
H -4.579870 -5.444909 0.242710 -0.66 0.88 -0.07
H -3.069770 -2.961969 -0.076130 0.12 -0.13 -0.14
C 2.926940 3.078471 5.114900 -1.54 1.67 1.64
O 3.216050 1.875421 4.560060 0.79 -1.66 -1.78
H 3.684010 3.862491 5.099020 0.62 -0.49 -0.06
H 2.061400 3.564471 4.664640 -0.21 -0.02 -0.18
H 2.633140 2.832441 6.135320 0.09 0.81 0.54
H 2.474170 1.649041 3.994420 0.26 -0.32 -0.18
C -4.732860 2.887571 1.666100 -0.22 -0.39 0.03
O -5.428710 4.007101 2.174600 -0.33 0.31 0.24
H -5.174680 2.560091 0.725000 0.36 0.08 -0.27
H -3.666600 3.101941 1.593770 0.02 -0.16 -0.28
H -4.883470 2.043551 2.339190 0.12 0.13 0.23
H -5.720110 4.544201 1.434190 0.07 0.04 0.03
```
Positions in Å, forces in eV/Å.

=====

# 2
The following is a DFT calculation (wB97M-V/def2-TZVPD) of a molecular structure, C21H23IrN6OS2.

Its multiplicity is 2. Its charge is +1.

The geometry in XYZ format:
```
54
Properties=species:S:1:pos:R:3:forces:R:3
Ir 0.279667 -0.889515 -0.066989 0.03 0.71 -0.12
N -1.548831 -4.429667 1.564336 0.04 -0.03 0.03
C -0.819910 -3.565151 0.841287 -0.08 -0.04 0.00
S 0.275529 -2.496663 1.691594 0.13 -0.20 -0.07
N -0.939089 -3.607448 -0.468158 -0.05 0.09 -0.04
N -0.099444 -2.691627 -1.020867 0.05 -0.16 -0.10
C 0.599793 -2.952955 -2.061372 0.09 0.04 0.15
C 1.734281 -2.063477 -2.278076 -0.03 -0.05 0.01
C 2.618406 -2.214691 -3.332810 -0.03 0.00 0.01
C 3.749636 -1.419270 -3.381772 0.00 0.01 0.01
C 3.963484 -0.498777 -2.369380 0.00 -0.01 0.00
C 3.042861 -0.388636 -1.342766 -0.04 0.01 -0.02
N 1.948531 -1.155442 -1.288333 -0.05 -0.12 0.05
H -1.382483 -4.513564 2.551461 -0.02 0.02 0.00
H -2.011966 -5.185967 1.087630 0.00 0.01 0.00
H 0.462821 -3.874635 -2.614192 0.02 -0.02 0.01
H 2.413797 -2.955336 -4.093052 0.00 0.00 -0.01
H 4.455566 -1.519073 -4.194567 0.00 0.00 0.00
H 4.836430 0.137276 -2.362572 0.00 0.00 0.01
H 3.168339 0.319626 -0.537754 0.00 0.02 0.01
C -1.270817 2.238880 2.227360 0.01 0.06 0.04
N -0.978030 2.333010 0.807645 -0.04 -0.09 -0.05
C -1.815250 3.326728 0.162153 0.02 -0.01 -0.03
C 0.422322 2.606490 0.518912 0.05 -0.02 -0.09
C 1.405364 1.725410 1.256134 -0.23 -0.07 0.16
C 2.286131 2.383811 2.117099 0.04 0.02 -0.07
C 3.237933 1.715238 2.866538 0.00 0.00 -0.01
C 3.308193 0.338848 2.773494 0.01 -0.01 0.00
C 2.425474 -0.340108 1.944638 0.13 -0.04 -0.06
C 1.462617 0.319729 1.178005 -0.18 0.11 0.04
H -1.003717 3.153420 2.779690 -0.01 0.01 -0.01
H -0.739429 1.399004 2.672450 0.01 0.01 -0.01
H -2.340942 2.069585 2.355371 -0.01 -0.01 0.01
H -1.655589 4.340402 0.562038 0.00 0.00 0.00
H -2.868625 3.071992 0.296563 0.00 0.01 0.00
H -1.598979 3.353205 -0.908800 0.00 0.00 0.00
H 0.674771 3.656474 0.737314 -0.02 -0.02 0.11
H 0.560005 2.490092 -0.559516 0.01 0.05 -0.01
H 2.214104 3.462297 2.191077 0.01 0.00 0.01
H 3.907962 2.264836 3.513655 0.00 0.00 0.01
H 4.038606 -0.219793 3.344028 0.00 0.00 0.00
H 2.531672 -1.415800 1.886565 -0.02 0.02 -0.01
O -1.530145 -0.590096 0.739929 -0.07 -0.35 -0.10
N -2.483030 -0.242564 -0.138337 0.19 0.26 -0.01
C -3.754399 -0.441824 0.272961 -0.05 0.09 0.01
C -4.796574 -0.047452 -0.515329 0.02 -0.02 0.01
C -4.524064 0.557385 -1.747208 -0.01 0.00 -0.02
C -3.224106 0.732230 -2.148212 0.01 0.00 -0.01
C -2.169413 0.312694 -1.329182 0.02 0.10 0.26
S -0.507689 0.483634 -1.753589 0.05 -0.42 -0.14
H -3.839025 -0.915654 1.238958 0.00 0.01 0.00
H -5.807944 -0.215419 -0.178085 0.00 0.00 0.00
H -5.334114 0.876150 -2.388008 -0.01 0.00 0.00
H -2.980698 1.182165 -3.099970 0.01 0.00 0.00
```
Positions in Å, forces in eV/Å.

=====

# 3
The following is a DFT calculation (wB97M-V/def2-TZVPD) of a molecular structure, C37H31N5OP2PtS.

Its charge is +4.

The geometry in XYZ format:
```
78
Properties=species:S:1:pos:R:3:forces:R:3
Pt 0.385159 -0.157316 0.720000 0.08 0.30 0.38
O -1.092204 -1.016915 -1.755196 -0.03 -0.14 -0.08
S -0.866416 -1.604080 -0.458679 -0.03 0.06 -0.25
C -0.004167 -3.145061 -0.479939 0.24 0.14 0.08
C -0.644378 -4.318408 -0.840779 -0.07 -0.08 -0.04
C 0.108857 -5.486741 -0.909327 -0.03 0.02 0.00
C 1.466098 -5.465847 -0.619973 0.03 0.05 0.02
C 2.102199 -4.276035 -0.267436 0.02 -0.06 -0.02
C 1.366923 -3.100474 -0.196326 -0.12 0.10 -0.04
P 2.185499 -1.504156 0.023030 -0.18 0.06 -0.03
C 3.358120 -1.547704 1.344684 -0.10 -0.08 -0.13
C 4.461766 -0.679999 1.361307 0.04 0.07 0.00
C 5.360748 -0.736864 2.409162 0.01 -0.01 -0.01
C 5.168852 -1.649394 3.443555 0.00 0.01 -0.01
C 4.073179 -2.507867 3.435549 -0.02 -0.01 -0.01
C 3.167571 -2.460488 2.392807 -0.02 -0.05 0.06
C 2.868759 -0.922827 -1.508453 0.23 -0.22 0.09
C 4.190686 -1.317296 -1.785266 0.03 -0.01 0.00
C 4.750452 -1.017124 -3.015666 -0.03 0.03 0.01
C 4.008346 -0.322421 -3.963786 0.01 0.00 0.02
C 2.697497 0.062374 -3.692544 -0.03 0.00 -0.02
C 2.119491 -0.240045 -2.473337 -0.10 -0.02 -0.03
C -2.376761 -1.892032 0.385185 0.14 0.01 0.29
C -3.521054 -2.281273 -0.285211 -0.02 0.00 -0.01
C -4.627798 -2.624949 0.490672 -0.01 0.00 -0.01
C -4.564618 -2.594921 1.879452 -0.01 -0.01 0.02
C -3.409353 -2.180992 2.539905 -0.01 0.00 0.01
C -2.309408 -1.801107 1.778908 0.15 0.04 -0.15
P -0.861843 -1.041237 2.502673 0.09 -0.22 -0.08
C -0.158290 -2.030758 3.764228 -0.23 0.11 -0.03
C 0.094527 -1.564919 5.065079 0.07 0.04 0.04
C 0.499826 -2.462539 6.035919 0.00 0.04 -0.02
C 0.650921 -3.809658 5.722153 0.00 -0.01 0.00
C 0.381616 -4.279353 4.436205 -0.02 0.00 -0.02
C -0.034329 -3.400260 3.458300 -0.01 -0.09 -0.03
C -1.043927 0.702102 2.705211 -0.10 -0.07 -0.03
C -2.201092 1.334571 2.171695 -0.05 -0.01 -0.03
C -2.505973 2.622347 2.550904 0.00 -0.01 0.00
C -1.701042 3.275077 3.485041 -0.05 0.04 -0.04
C -0.537497 2.683672 3.983290 0.12 -0.06 -0.01
C -0.185253 1.417599 3.579977 0.07 0.09 0.08
H -1.703411 -4.342098 -1.064551 0.00 0.01 0.00
H -0.371024 -6.415500 -1.188961 -0.01 0.00 0.00
H 2.040852 -6.381399 -0.675022 0.01 0.00 0.00
H 3.165745 -4.276316 -0.061300 0.00 0.00 -0.01
H 4.646748 0.004931 0.545243 0.00 0.01 0.03
H 6.225280 -0.086866 2.412982 0.00 0.00 0.00
H 5.887847 -1.702507 4.250857 0.00 0.01 0.01
H 3.943958 -3.226893 4.233335 0.01 -0.01 -0.01
H 2.335786 -3.152479 2.372664 0.01 0.01 0.01
H 4.779081 -1.858338 -1.054418 -0.02 -0.01 -0.02
H 5.764725 -1.323690 -3.232939 0.00 0.00 0.00
H 4.453045 -0.078617 -4.919894 -0.01 -0.01 -0.01
H 2.122451 0.591253 -4.440640 0.01 0.01 0.00
H 1.093845 0.055128 -2.291878 -0.03 -0.01 0.03
H -3.557328 -2.317742 -1.367409 0.00 0.00 0.00
H -5.545002 -2.930620 0.003257 0.01 0.00 -0.01
H -5.434362 -2.878643 2.458111 0.00 0.01 0.01
H -3.389877 -2.128865 3.621855 0.00 0.00 0.00
H -0.072062 -0.532960 5.336464 0.01 0.03 0.00
H 0.674104 -2.117386 7.046126 0.00 0.00 0.00
H 0.956000 -4.506770 6.492596 0.00 0.00 0.00
H 0.472965 -5.334568 4.216137 0.00 0.00 -0.01
H -0.279554 -3.771932 2.467934 0.01 0.00 0.01
H -2.867017 0.791504 1.512268 -0.01 0.01 0.00
H -3.390530 3.109904 2.163518 -0.01 -0.02 -0.01
H -1.987525 4.261959 3.828942 0.02 0.00 0.01
H 0.084420 3.218234 4.689209 0.00 0.01 0.00
H 0.728717 0.965020 3.942588 0.01 -0.01 0.03
N 1.544230 4.996843 0.804003 0.15 0.00 0.33
N 1.731604 3.702708 0.576356 -0.08 -0.15 -0.13
N 2.807147 3.282796 -0.069518 0.02 0.06 -0.07
C 2.632372 1.982248 -0.077482 -0.01 0.00 0.06
N 1.499835 1.639479 0.561910 0.07 -0.16 -0.16
N 0.919393 2.783394 0.969620 -0.10 0.03 0.11
H 2.193780 5.615303 0.341277 -0.07 0.04 -0.07
H 0.646264 5.277736 1.157082 -0.07 0.06 -0.14
H 3.298625 1.304656 -0.579718 0.02 0.01 0.06
```
Positions in Å, forces in eV/Å.

=====

# 4
The following is a DFT calculation (wB97M-V/def2-TZVPD) of C3H2N2O2 in the gas phase.

Its SMILES is [H]/N=C(/C#N)OC=O. Its charge is 0.

The geometry in XYZ format:
```
9
Properties=species:S:1:pos:R:3:forces:R:3
H 0.342899 1.925920 2.064481 -0.12 -0.14 -0.21
N 0.687788 1.941277 1.103526 -0.55 -1.68 -0.64
C 0.367488 0.963964 0.388346 -1.66 -1.61 0.62
C 0.656993 0.648585 -0.985633 -0.26 -0.98 -1.00
N 0.404169 -0.190510 -1.753969 1.74 2.26 -1.45
O -0.630773 -0.286767 0.571729 2.86 3.28 1.35
C -0.516494 -1.317340 -0.382871 -2.52 -1.18 2.35
O -1.607967 -1.653329 -0.738055 0.70 -0.67 -0.93
H 0.377648 -1.973541 -0.358989 -0.20 0.70 -0.09
```
Positions in Å, forces in eV/Å.

=====

Electronic energy values, unit Ha, following the record order: -1455.24925 -2118.26892 -2976.25721 -375.38037.
ΔE to the lowest compared entry with this formula, charge and spin values, unit kJ/mol, following the record order: 193.36 95.68 0.00 344.35.